1.
{
  "formula": "C37H31B3F6O17S",
  "method": "wB97M-V/def2-TZVPD",
  "symbols": ["C", "C", "O", "C", "O", "B", "O", "B", "C", "C", "F", "O", "B", "S", "O", "O", "C", "F", "F", "C", "F", "F", "F", "O", "H", "H", "H", "H", "H", "H", "H", "H", "H", "H", "H", "C", "C", "C", "O", "C", "C", "C", "O", "H", "H", "H", "H", "C", "C", "C", "O", "C", "C", "C", "O", "H", "H", "H", "H", "C", "C", "C", "O", "C", "C", "C", "O", "H", "H", "H", "H", "C", "C", "C", "O", "C", "C", "C", "O", "H", "H", "H", "H", "C", "C", "C", "O", "C", "C", "C", "O", "H", "H", "H", "H"],
  "coordinates": [[3.02808, -2.65406, -2.27951], [2.71277, -1.57024, -1.27459], [1.45203, -1.78954, -0.66839], [3.79444, -1.44070, -0.20685], [4.30394, -0.10735, -0.16078], [4.58870, 0.35580, 1.06680], [3.69467, 0.24653, 2.12653], [3.69319, 1.42774, 2.83244], [2.46355, 2.38192, 3.05998], [1.53053, 1.93163, 4.16993], [1.77424, 2.50890, 1.85119], [4.95849, 1.82566, 3.30998], [5.69756, 2.02381, 2.19332], [6.43587, 3.76680, 1.96656], [5.76393, 4.39040, 0.84758], [6.30805, 4.47492, 3.21919], [8.24719, 3.64847, 1.58748], [8.41145, 2.74795, 0.58811], [8.86980, 3.15650, 2.68558], [8.88832, 5.02404, 1.20860], [8.08539, 6.03742, 1.55136], [9.11781, 5.05631, -0.11060], [10.05869, 5.15259, 1.85883], [5.80410, 1.02854, 1.28186], [2.49270, -2.52715, -3.20454], [2.76623, -3.59511, -1.81919], [4.08926, -2.65080, -2.47760], [2.67071, -0.61328, -1.77188], [1.25998, -2.72671, -0.72169], [4.59554, -2.13391, -0.42057], [3.33480, -1.73609, 0.72599], [2.86692, 3.36085, 3.27810], [1.78560, 0.93525, 4.49724], [1.59489, 2.58313, 5.01988], [0.52643, 1.93368, 3.79806], [-3.40858, -0.40564, 6.32893], [-2.31310, 0.28566, 6.62198], [-1.75792, 1.28585, 5.67339], [-0.74845, 1.90579, 5.93948], [-2.48710, 1.49651, 4.39275], [-3.59228, 0.81311, 4.10716], [-4.12843, -0.19174, 5.05107], [-5.13149, -0.82330, 4.77636], [-3.82609, -1.14625, 6.99938], [-1.77010, 0.14905, 7.54844], [-2.07582, 2.23312, 3.71381], [-4.13817, 0.95318, 3.18519], [-2.60173, 0.60420, -0.55220], [-2.63210, 0.21370, -1.82374], [-3.87439, 0.29340, -2.62802], [-3.89864, -0.06214, -3.78865], [-5.08739, 0.82788, -1.96494], [-5.05974, 1.22074, -0.69706], [-3.81352, 1.14080, 0.10778], [-3.80759, 1.50868, 1.26481], [-1.70203, 0.55558, 0.04941], [-1.75791, -0.17317, -2.32705], [-5.98482, 0.88049, -2.56904], [-5.93237, 1.61559, -0.19239], [-4.57050, -3.39653, 1.65515], [-3.92124, -2.61919, 2.51812], [-2.44782, -2.46145, 2.44882], [-1.85767, -1.75253, 3.23763], [-1.72130, -3.19752, 1.38341], [-2.37072, -3.97415, 0.52134], [-3.84825, -4.13531, 0.58816], [-4.43576, -4.84173, -0.20163], [-5.64494, -3.52620, 1.68583], [-4.41654, -2.05920, 3.30564], [-0.64685, -3.06413, 1.35342], [-1.86408, -4.52152, -0.26365], [-4.51990, 6.24347, -4.31490], [-3.94899, 5.68178, -3.25309], [-3.64015, 4.23027, -3.22649], [-3.12315, 3.71082, -2.25983], [-3.99010, 3.43165, -4.42621], [-4.56223, 3.99020, -5.48843], [-4.87178, 5.44337, -5.51794], [-5.39064, 5.95673, -6.48362], [-4.75501, 7.29921, -4.35745], [-3.68468, 6.24554, -2.36755], [-3.75360, 2.37635, -4.38461], [-4.82703, 3.42373, -6.37198], [2.29275, -6.38754, -3.81101], [2.16731, -7.08430, -4.93635], [0.89707, -7.07833, -5.70934], [0.78248, -7.71388, -6.73197], [-0.22462, -6.26194, -5.17650], [-0.09724, -5.56524, -4.05114], [1.17071, -5.57506, -3.28244], [1.28772, -4.93617, -2.25598], [3.20773, -6.37801, -3.23224], [2.97221, -7.68373, -5.34163], [-1.13983, -6.27015, -5.75419], [-0.90109, -4.96390, -3.64529]],
  "atomic_forces_ev_per_a": [[0.335, 0.288, 0.556], [0.211, 0.131, -0.107], [-0.441, 0.247, 0.028], [-0.732, -0.277, -0.397], [0.617, -0.594, 0.273], [0.206, -0.531, -0.131], [-0.310, 0.740, -0.514], [-0.111, -0.780, 1.004], [0.345, -0.154, 0.124], [0.714, -0.116, -0.207], [-0.269, -0.151, -0.383], [-0.470, 1.364, -0.424], [1.147, -1.294, 0.698], [-1.065, 1.949, 0.698], [0.453, -0.868, -0.330], [0.607, -0.719, -0.095], [0.361, -0.762, 0.090], [-0.081, 0.454, 0.344], [-0.415, 0.147, -0.354], [0.275, 0.112, -0.107], [0.494, -0.376, -0.208], [-0.115, 0.188, 0.584], [-0.554, 0.105, -0.440], [-0.379, 0.992, -0.864], [-0.329, -0.040, -0.297], [0.174, -0.324, -0.141], [0.347, -0.022, -0.286], [-0.152, 0.445, -0.144], [-0.105, -0.262, -0.064], [0.535, 0.016, -0.014], [-0.037, 0.129, 0.447], [0.021, 0.459, 0.070], [-0.200, -0.454, 0.189], [-0.091, 0.305, 0.373], [-0.504, 0.013, -0.162], [-0.079, -0.039, 0.042], [0.058, -0.018, -0.031], [-0.044, 0.058, -0.114], [-0.234, -0.051, 0.104], [0.002, 0.002, 0.123], [0.064, 0.028, 0.212], [-0.001, 0.109, -0.036], [-0.026, -0.004, 0.221], [-0.026, -0.004, -0.020], [0.030, 0.029, -0.010], [0.016, -0.004, -0.001], [0.026, -0.027, 0.140], [0.059, -0.036, 0.011], [0.007, -0.012, 0.129], [0.026, -0.020, 0.023], [0.019, 0.034, -0.020], [-0.081, -0.001, -0.040], [0.008, -0.011, 0.033], [-0.175, 0.105, -0.072], [0.141, 0.038, -0.247], [-0.006, 0.018, 0.011], [0.055, -0.038, -0.056], [0.025, -0.027, -0.033], [0.029, 0.009, 0.041], [0.035, 0.011, -0.022], [0.005, 0.055, 0.035], [-0.001, -0.023, -0.041], [0.012, 0.003, 0.051], [0.052, 0.004, -0.022], [-0.030, 0.019, 0.016], [0.034, 0.043, 0.041], [-0.018, -0.031, -0.051], [-0.001, -0.021, -0.021], [-0.021, -0.194, -0.220], [0.001, 0.048, 0.025], [-0.020, -0.019, -0.013], [0.009, -0.021, 0.016], [0.001, 0.014, -0.001], [-0.008, 0.019, -0.037], [-0.015, -0.049, 0.064], [0.004, -0.042, -0.029], [-0.008, 0.041, 0.027], [0.018, -0.026, 0.034], [-0.025, 0.030, -0.037], [-0.013, -0.001, -0.036], [0.015, -0.025, 0.016], [0.008, -0.002, -0.030], [-0.006, 0.025, -0.017], [0.015, -0.003, 0.013], [-0.002, 0.012, 0.011], [0.008, 0.021, 0.042], [-0.004, -0.029, -0.049], [-0.010, 0.014, 0.010], [0.012, 0.017, -0.016], [-0.080, -0.030, -0.040], [-0.329, -0.348, 0.080], [-0.014, 0.019, 0.021], [-0.019, -0.012, -0.032], [0.010, -0.024, -0.023], [0.016, 0.006, 0.018]],
  "lowdin_charge": [-0.038, -0.388, -0.028, -0.099, 0.180, -0.663, 0.362, -0.427, -0.224, -0.008, -0.007, 0.324, -0.548, 0.835, -0.261, -0.267, -0.441, 0.119, 0.115, -0.539, 0.168, 0.176, 0.169, 0.347, 0.086, 0.057, 0.085, 0.147, 0.065, 0.130, 0.133, 0.147, 0.087, 0.082, 0.068, 0.024, 0.027, -0.365, 0.088, 0.034, 0.012, -0.386, 0.072, 0.122, 0.122, 0.123, 0.090, 0.032, 0.028, -0.400, 0.091, 0.014, 0.027, -0.360, 0.085, 0.129, 0.123, 0.125, 0.125, 0.031, 0.035, -0.369, 0.109, 0.024, 0.023, -0.387, 0.103, 0.124, 0.089, 0.116, 0.116, 0.023, 0.023, -0.375, 0.106, 0.026, 0.030, -0.385, 0.110, 0.122, 0.122, 0.102, 0.125, 0.025, 0.027, -0.382, 0.118, 0.028, 0.026, -0.370, 0.063, 0.124, 0.124, 0.125, 0.123],
  "lumo_energy_ev": -1.962,
  "orbital_gap_ev": 8.2
}



2.
{
  "formula": "C2H3NOS",
  "method": "wB97M-V/def2-TZVPD",
  "symbols": ["C", "C", "H", "H", "H", "N", "O", "S"],
  "coordinates": [[1.41600, 0.57784, -0.01920], [-1.55591, -0.40496, -0.06616], [0.62823, 1.13522, 0.48836], [2.36736, 1.12015, -0.12113], [-2.45445, -1.04418, 0.10557], [1.31976, -0.67959, -0.19031], [-1.54291, 0.80081, -0.15085], [-0.17809, -1.50529, -0.04629]],
  "atomic_forces_ev_per_a": [[-0.323, -0.031, 1.520], [0.506, 0.584, 0.533], [-0.059, 0.223, -0.623], [-0.135, -0.685, -0.291], [0.006, 0.374, -0.309], [-0.190, 0.317, -0.847], [-0.355, -0.879, -0.105], [0.550, 0.097, 0.121]],
  "lowdin_charge": [-0.120, -0.606, 0.060, 0.078, 0.076, -0.358, -0.040, 0.910],
  "smiles": "C=NSC=O",
  "e_above_lowest_kcal_mol": 32.0,
  "lumo_energy_ev": 0.352,
  "orbital_gap_ev": 9.8
}



| no. | calculated total energy (hartree) | HOMO energy (eV) |
| --- | --- | --- |
| 1 | -3779.6346 | -10.1387 |
| 2 | -606.1363 | -9.4610 |